A cluster of 13 separate species, C43H109BN7O23 in total in a non-equilibrium geometry. Source: OMol25; level of theory: ωB97M-V with the def2-TZVPD basis set.

Total energy: -104557.758 eV
Largest force on an atom: 3.27 eV/Å
LUMO: 2.156 eV
Orbital gap: 9.02 eV
Net charge: -1

```
183
Properties=species:S:1:pos:R:3:mulliken_charge:R:1
O -0.273 -15.667 25.445 0.271
C -0.530 -15.713 24.268 0.009
O 0.270 -15.810 23.245 -0.441
B -0.509 -15.764 21.997 0.664
O -1.920 -15.722 22.426 0.278
C -1.969 -15.648 23.731 0.307
O -2.978 -15.665 24.393 -0.615
O -0.161 -16.947 21.169 -0.263
C 0.557 -16.531 20.128 0.392
O 1.160 -17.175 19.325 -0.653
C 0.563 -15.007 20.164 0.265
O -0.107 -14.584 21.234 -0.322
O 1.044 -14.310 19.319 -0.580
C -5.302 -18.161 25.802 -0.617
O -3.898 -18.338 25.641 -0.448
H -5.594 -17.722 26.757 0.279
H -5.731 -17.570 24.988 0.182
H -5.723 -19.162 25.699 0.314
H -3.530 -17.483 25.374 0.114
C 3.735 -16.476 24.971 -0.221
O 3.287 -15.156 25.272 -0.615
H 3.122 -17.154 25.571 0.158
H 3.573 -16.619 23.898 -0.036
H 4.771 -16.742 25.176 0.387
H 2.330 -15.181 25.154 0.241
C -2.970 -18.987 22.451 -0.133
O -4.131 -19.803 22.318 -0.610
H -3.262 -18.042 22.914 -0.074
H -2.211 -19.446 23.091 0.532
H -2.504 -18.756 21.495 -0.005
H -4.465 -19.876 23.220 0.335
C -4.315 -12.442 23.740 -0.464
O -4.930 -11.889 22.618 -0.682
H -4.857 -13.224 24.285 0.348
H -3.327 -12.865 23.508 -0.007
H -4.083 -11.703 24.512 0.364
H -5.216 -12.575 21.984 0.467
C -1.758 -16.733 27.866 0.187
O -1.630 -17.466 29.090 -0.663
H -1.394 -15.718 28.019 0.006
H -1.219 -17.255 27.076 -0.091
H -2.808 -16.726 27.581 0.187
H -0.702 -17.391 29.341 0.318
C 4.019 -19.445 22.892 -0.440
O 2.882 -19.696 23.698 -0.490
C 1.724 -18.969 23.336 -0.282
C 0.807 -19.643 22.318 -0.141
N 0.379 -20.984 22.755 -0.491
C -0.401 -21.733 21.751 -0.354
C 0.394 -22.980 21.321 -0.948
O 1.696 -22.596 20.974 -0.159
C 2.504 -23.674 20.583 -0.855
H 3.699 -19.206 21.874 0.170
H 4.767 -20.232 22.895 0.445
H 4.420 -18.537 23.358 0.113
H 1.922 -17.988 22.892 0.248
H 1.133 -18.817 24.240 0.180
H 1.424 -19.727 21.411 0.310
H -0.033 -18.988 22.119 -0.018
H 1.291 -21.434 22.731 0.333
H -0.630 -21.154 20.853 0.179
H -1.339 -22.042 22.214 0.388
H -0.104 -23.363 20.415 0.505
H 0.331 -23.844 21.993 0.425
H 2.661 -24.384 21.404 0.325
H 3.447 -23.362 20.143 0.218
H 1.947 -24.243 19.823 0.323
C 3.889 -14.548 18.232 -0.303
O 4.809 -15.223 17.387 -0.464
C 4.435 -16.549 17.160 -0.213
C 4.640 -17.472 18.377 -0.219
N 6.016 -17.301 18.866 -0.391
C 6.168 -17.370 20.310 -0.073
C 7.628 -17.433 20.708 -0.641
O 8.384 -16.331 20.231 -0.303
C 9.509 -16.061 21.059 -0.775
H 2.954 -14.490 17.672 0.019
H 4.135 -13.519 18.493 0.396
H 3.717 -15.004 19.209 0.098
H 5.017 -16.931 16.318 0.390
H 3.404 -16.608 16.784 -0.012
H 4.520 -18.507 18.048 0.383
H 3.912 -17.272 19.170 -0.088
H 6.273 -16.366 18.562 0.333
H 5.615 -18.207 20.738 0.086
H 5.697 -16.446 20.686 0.266
H 8.065 -18.349 20.296 0.264
H 7.650 -17.424 21.804 0.417
H 9.234 -15.510 21.963 0.294
H 10.188 -15.537 20.393 0.240
H 9.936 -16.996 21.437 0.327
C -2.387 -7.422 29.669 -0.765
O -1.395 -8.376 29.964 -0.323
C -0.253 -8.174 29.145 -0.468
C 0.728 -9.316 29.341 -1.044
N 0.309 -10.529 28.654 -0.002
C 0.443 -10.443 27.199 -0.983
C -0.229 -11.593 26.498 0.049
O -1.581 -11.745 26.875 -0.432
C -1.913 -13.112 26.936 -0.107
H -3.245 -7.568 30.321 0.261
H -2.780 -7.400 28.646 0.299
H -1.966 -6.421 29.828 0.310
H 0.208 -7.202 29.367 0.500
H -0.566 -8.095 28.099 0.316
H 0.905 -9.378 30.419 0.305
H 1.716 -8.969 29.020 0.483
H -0.691 -10.659 28.781 0.237
H 1.446 -10.279 26.799 0.400
H -0.078 -9.560 26.790 0.364
H 0.401 -12.466 26.712 -0.175
H -0.221 -11.434 25.415 0.378
H -1.671 -13.725 26.066 -0.045
H -2.986 -13.206 27.102 0.460
H -1.428 -13.610 27.782 -0.228
C -6.427 -14.708 21.632 -1.617
C -4.955 -14.716 21.295 1.138
C -4.463 -16.107 20.835 -0.163
O -5.133 -16.538 19.667 -0.465
C -4.796 -17.887 19.338 -0.674
N -4.714 -13.714 20.206 -0.527
H -6.619 -15.313 22.526 0.296
H -7.141 -15.070 20.889 0.294
H -6.824 -13.734 21.929 0.397
H -4.385 -14.448 22.181 -0.024
H -4.569 -16.838 21.646 0.377
H -3.409 -16.111 20.534 -0.135
H -4.885 -17.873 18.253 0.349
H -5.453 -18.641 19.775 0.250
H -3.775 -18.132 19.638 0.140
H -3.707 -13.561 20.148 0.211
H -4.990 -14.333 19.447 0.293
C 0.130 -14.247 30.955 -1.224
C 1.543 -14.181 30.487 0.424
C 1.779 -14.804 29.110 0.088
O 1.487 -16.188 29.198 -0.391
C 1.729 -16.856 27.981 -1.158
N 1.965 -12.768 30.496 -0.706
H -0.563 -13.592 30.421 0.148
H 0.101 -13.910 31.994 0.369
H -0.297 -15.249 30.891 0.323
H 2.299 -14.648 31.125 0.347
H 2.839 -14.721 28.836 0.368
H 1.215 -14.288 28.321 -0.320
H 2.795 -17.101 27.911 0.421
H 1.351 -16.247 27.155 0.438
H 1.244 -17.825 27.834 0.393
H 2.827 -12.514 30.010 0.326
H 1.382 -12.256 29.822 0.092
C 0.769 -15.472 14.853 -1.390
C -0.398 -14.470 14.941 0.270
C -1.507 -15.049 15.786 -0.369
O -2.568 -14.116 15.808 -0.263
C -3.840 -14.650 16.136 -0.872
N 0.148 -13.266 15.628 -0.645
H 1.221 -15.737 15.813 -0.003
H 1.596 -15.059 14.276 0.413
H 0.459 -16.438 14.444 0.471
H -0.761 -14.182 13.957 0.332
H -1.227 -15.338 16.803 -0.009
H -1.834 -15.951 15.240 0.560
H -4.654 -13.932 16.052 0.277
H -3.856 -14.983 17.173 0.281
H -4.007 -15.463 15.424 0.396
H -0.692 -12.703 15.761 0.313
H 0.499 -13.473 16.557 0.175
C -1.251 -11.333 20.952 -1.189
C -1.654 -11.473 19.492 0.674
C -0.697 -10.857 18.471 -0.842
O -1.136 -11.082 17.145 -0.239
C -2.330 -10.415 16.782 -0.844
N -1.806 -12.922 19.193 0.562
H -2.109 -11.159 21.606 0.165
H -0.608 -10.452 21.033 0.414
H -0.822 -12.251 21.343 -0.012
H -2.665 -11.112 19.281 0.627
H 0.247 -11.412 18.511 0.205
H -0.413 -9.817 18.677 0.348
H -2.556 -9.531 17.382 0.423
H -3.205 -11.068 16.867 0.213
H -2.254 -10.145 15.729 0.274
H -0.890 -13.347 19.285 -0.549
H -2.079 -13.056 18.222 -0.114
```



A structure of composition C43H110CdF3O15 in a non-equilibrium geometry. Source: OMol25; level of theory: ωB97M-V with the def2-TZVPD basis set.

Total energy: -89799.661 eV
Largest force on an atom: 1.73 eV/Å
LUMO: -3.958 eV
Orbital gap: 7.45 eV
Net charge: +1

```
172
Properties=species:S:1:pos:R:3:mulliken_charge:R:1
Cd 3.310 0.180 -0.956 0.446
C 1.072 0.558 0.894 2.272
O 0.851 -0.023 -0.406 1.232
O 2.368 0.921 0.868 -0.121
C 0.127 1.714 1.150 -0.630
F 0.238 2.698 0.245 -0.287
F -1.167 1.294 1.147 0.202
F 0.348 2.215 2.367 -0.168
C -0.384 -0.604 -0.814 1.525
C -0.257 -0.930 -2.286 -0.412
H -1.168 -1.418 -2.634 0.079
H -0.012 -0.034 -2.852 -0.657
H 0.526 -1.688 -2.426 0.369
H -1.227 0.078 -0.715 -0.996
H -0.589 -1.488 -0.200 -0.919
H 0.915 -0.205 1.675 -1.025
C 3.008 1.057 4.751 -1.167
C 3.438 2.390 4.179 1.802
C 4.591 2.961 4.977 -1.826
O 3.971 2.187 2.854 -0.562
H 2.081 0.678 4.312 -0.038
H 2.806 1.185 5.818 0.394
H 3.811 0.332 4.630 0.367
H 2.645 3.142 4.163 -0.270
H 4.826 3.989 4.689 0.368
H 5.498 2.364 4.881 0.394
H 4.339 3.015 6.041 0.379
H 3.279 1.756 2.307 -0.390
C 2.305 -5.030 1.927 -1.379
C 1.979 -4.355 0.613 0.119
C 0.523 -4.516 0.184 0.000
O 2.257 -2.940 0.730 -0.519
H 1.644 -4.679 2.725 0.126
H 3.322 -4.774 2.239 0.292
H 2.265 -6.117 1.874 0.492
H 2.619 -4.792 -0.158 0.531
H -0.085 -3.962 0.902 -0.580
H 0.237 -5.568 0.246 0.568
H 0.389 -4.175 -0.840 -0.023
H 1.790 -2.635 1.532 -0.125
C 0.979 3.221 -3.268 -1.266
C 2.077 2.195 -3.315 1.154
C 3.247 2.656 -4.174 -1.750
O 2.563 1.915 -1.959 0.400
H 1.321 4.186 -2.897 0.342
H 0.081 2.921 -2.723 0.013
H 0.610 3.366 -4.289 0.565
H 1.742 1.225 -3.686 -0.030
H 3.830 3.431 -3.675 0.315
H 2.914 3.089 -5.118 0.443
H 3.875 1.797 -4.421 0.415
H 2.675 2.772 -1.472 0.089
C -2.327 -6.478 -1.420 -1.426
C -3.399 -5.424 -1.378 0.332
C -3.003 -4.110 -0.721 -0.095
O -3.826 -5.143 -2.713 -0.635
H -2.679 -7.390 -1.898 0.408
H -1.984 -6.735 -0.420 0.398
H -1.496 -6.090 -2.018 0.233
H -4.270 -5.796 -0.824 0.409
H -3.902 -3.585 -0.395 0.276
H -2.342 -3.474 -1.313 -0.328
H -2.479 -4.269 0.233 0.091
H -4.571 -4.531 -2.661 0.277
C 5.177 -1.580 2.523 -0.710
C 5.436 -1.547 1.034 0.247
C 5.981 -2.885 0.538 -1.298
O 4.197 -1.268 0.323 0.036
H 6.113 -1.474 3.065 0.478
H 4.534 -2.402 2.832 0.132
H 4.613 -0.667 2.764 -0.100
H 6.165 -0.778 0.787 0.474
H 6.231 -2.892 -0.524 0.324
H 5.266 -3.682 0.753 0.156
H 6.905 -3.107 1.078 0.431
H 3.532 -1.988 0.542 0.614
C 4.947 5.318 0.588 -1.690
C 3.753 4.367 0.497 1.170
C 2.628 4.792 1.416 -0.748
O 3.305 4.319 -0.885 -0.529
H 5.294 5.415 1.615 0.363
H 4.716 6.326 0.231 0.421
H 5.734 4.918 -0.054 0.429
H 4.090 3.368 0.771 -0.348
H 2.123 5.670 0.992 0.457
H 2.983 5.051 2.411 0.295
H 1.852 4.035 1.520 -0.246
H 3.080 5.216 -1.154 0.302
C 0.564 -1.519 -8.331 -1.452
C -0.342 -0.463 -7.728 0.338
C 0.136 0.019 -6.367 -0.526
O -0.523 0.614 -8.643 -0.578
H 0.124 -1.878 -9.260 0.370
H 0.649 -2.387 -7.674 0.318
H 1.558 -1.093 -8.488 0.449
H -1.343 -0.873 -7.566 0.211
H -0.629 0.684 -5.954 -0.039
H 1.019 0.662 -6.456 0.529
H 0.312 -0.825 -5.699 -0.015
H 0.327 0.794 -9.059 0.381
C -2.745 -2.630 -4.895 -0.371
C -1.880 -3.834 -5.256 0.116
C -0.717 -3.980 -4.279 -0.384
O -2.670 -5.022 -5.227 -0.635
H -2.112 -1.734 -4.881 -0.175
H -3.152 -2.778 -3.891 0.034
H -3.579 -2.502 -5.583 0.514
H -1.483 -3.739 -6.271 0.262
H -1.112 -3.982 -3.256 -0.446
H -0.007 -3.150 -4.351 0.229
H -0.185 -4.916 -4.447 0.451
H -2.916 -5.115 -4.287 0.457
C 1.572 4.669 6.774 -1.325
C 0.324 3.952 7.253 0.659
C 0.351 2.484 6.888 -0.959
O 0.240 4.015 8.685 -0.568
H 1.691 4.695 5.691 0.182
H 2.465 4.244 7.245 0.418
H 1.582 5.712 7.116 0.424
H -0.568 4.409 6.816 0.145
H 1.219 2.014 7.366 0.283
H 0.398 2.251 5.822 0.059
H -0.481 1.922 7.324 0.408
H 0.910 4.620 9.014 0.337
C -0.986 -3.463 3.909 -1.610
C -0.722 -2.199 3.093 1.735
C -1.443 -1.012 3.695 -1.473
O 0.702 -1.961 3.007 -0.444
H -0.495 -3.411 4.882 0.407
H -0.617 -4.350 3.390 0.295
H -2.062 -3.585 4.034 0.425
H -1.113 -2.343 2.082 -0.911
H -1.300 -0.124 3.077 0.037
H -1.156 -0.843 4.736 0.548
H -2.519 -1.203 3.711 0.484
H 0.983 -1.801 3.917 0.214
C -3.023 3.702 2.756 -0.768
C -4.358 3.046 3.056 0.224
C -4.208 1.551 3.229 -0.542
O -4.946 3.645 4.202 -0.587
H -2.558 3.330 1.838 0.031
H -2.302 3.514 3.555 0.095
H -3.123 4.785 2.668 0.401
H -5.051 3.279 2.246 0.298
H -5.163 1.101 3.519 0.483
H -3.490 1.274 4.006 0.314
H -3.951 1.044 2.297 -0.287
H -4.399 3.487 4.979 0.341
C -3.694 2.452 -4.775 -1.549
C -2.875 1.690 -3.748 2.090
C -2.722 2.406 -2.421 -1.255
O -3.509 0.419 -3.445 -0.425
H -4.759 2.451 -4.562 0.314
H -3.495 2.055 -5.772 0.437
H -3.349 3.491 -4.801 0.435
H -1.887 1.410 -4.138 -0.975
H -3.693 2.485 -1.923 0.479
H -2.306 3.400 -2.574 0.527
H -2.099 1.838 -1.727 -0.326
H -3.703 -0.056 -4.262 0.113
C -3.821 -0.740 0.115 0.224
C -5.227 -0.996 -0.389 0.075
C -6.181 0.158 -0.094 -1.579
O -5.134 -1.207 -1.823 -0.522
H -3.091 -1.446 -0.265 -0.492
H -3.815 -0.740 1.211 0.259
H -3.581 0.287 -0.180 0.095
H -5.659 -1.936 -0.040 0.603
H -5.742 1.129 -0.319 0.227
H -6.412 0.118 0.979 0.387
H -7.110 -0.035 -0.621 0.425
H -4.606 -0.494 -2.224 0.469
```